1.
{"formula": "C6H12O3", "method": "ωB97M-V/def2-TZVPD", "e_homo_ev": [-6.9, -6.9], "total_charge": 0, "multiplicity": 1, "relative_energy_ev": 6.136, "molar_mass_g_mol": 132.16, "total_energy_ev": -12553.7129, "elements": ["C", "C", "C", "C", "C", "C", "O", "O", "O", "H", "H", "H", "H", "H", "H", "H", "H", "H", "H", "H", "H"], "positions_angstrom": [[-0.528, 0.358, 1.070], [0.462, -0.942, -0.871], [0.229, 1.210, -0.135], [-1.852, -0.308, 0.861], [1.431, -0.587, -1.950], [-0.572, 1.942, 1.023], [0.320, -0.181, 2.007], [0.880, -1.881, 0.021], [-1.674, 2.544, 0.808], [0.400, -1.135, 1.835], [1.846, -1.942, 0.030], [-0.564, -1.126, -1.162], [-0.253, 1.374, -1.091], [1.307, 1.281, -0.042], [0.117, 2.277, 1.817], [-2.366, 0.120, 0.001], [-2.475, -0.086, 1.731], [-1.765, -1.392, 0.745], [2.384, -0.245, -1.535], [1.633, -1.474, -2.564], [1.039, 0.193, -2.599]], "forces_ev_per_angstrom": [[-0.688, 1.660, 0.946], [0.262, 0.393, 0.383], [0.633, -1.141, -0.868], [0.201, -0.034, -0.253], [0.149, 0.000, -0.022], [-0.839, -1.922, 1.226], [0.064, -0.219, -0.306], [-0.181, 0.450, -0.467], [0.280, 0.029, -0.478], [0.010, 0.272, 0.081], [-0.087, 0.167, 0.020], [-0.078, 0.182, 0.168], [0.141, 0.088, 0.045], [-0.078, 0.068, -0.185], [0.327, 0.053, -0.432], [0.032, 0.033, 0.014], [0.081, -0.020, -0.034], [-0.047, -0.017, 0.030], [-0.099, -0.010, -0.005], [-0.080, 0.013, 0.063], [-0.002, -0.044, 0.074]]}



2.
{"formula": "C6H12O3", "method": "ωB97M-V/def2-TZVPD", "e_homo_ev": -8.6, "total_charge": 0, "multiplicity": 1, "relative_energy_ev": 3.578, "molar_mass_g_mol": 132.16, "total_energy_ev": -12556.2708, "elements": ["C", "C", "C", "C", "C", "C", "O", "O", "O", "H", "H", "H", "H", "H", "H", "H", "H", "H", "H", "H", "H"], "positions_angstrom": [[0.474, 0.596, 0.274], [-0.257, -1.588, -0.821], [-0.715, 0.801, 1.186], [1.700, 1.422, 0.621], [-0.821, -2.548, 0.200], [-0.006, 1.581, -1.319], [0.823, -0.649, -0.048], [-1.164, -0.822, -1.422], [-0.659, 2.583, -1.236], [-0.750, 0.212, -1.554], [0.458, -2.072, -1.500], [0.786, 1.461, -2.100], [1.441, 2.466, 0.792], [-0.452, 0.471, 2.194], [-1.580, 0.240, 0.844], [-0.982, 1.855, 1.214], [2.140, 1.009, 1.534], [2.443, 1.349, -0.174], [-0.008, -3.021, 0.748], [-1.479, -2.030, 0.892], [-1.390, -3.316, -0.325]], "forces_ev_per_angstrom": [[-1.461, 1.657, -1.850], [2.270, 0.609, 1.490], [0.198, -0.064, 0.050], [-0.090, -0.237, -0.016], [0.005, 0.197, -0.319], [1.597, 0.487, 2.246], [-0.652, -1.781, -0.775], [0.113, 3.266, -0.977], [-0.159, -0.387, -0.286], [-1.367, -3.727, 0.738], [-0.197, 0.068, 0.048], [-0.180, -0.090, -0.350], [-0.033, -0.061, -0.009], [-0.033, 0.004, 0.037], [-0.009, -0.029, -0.020], [0.008, 0.036, 0.031], [0.008, 0.033, -0.056], [0.023, 0.021, 0.001], [0.025, 0.012, -0.031], [-0.028, 0.017, 0.026], [-0.040, -0.031, 0.021]]}



3.
{"formula": "C6H12O3S3", "method": "ωB97M-V/def2-TZVPD", "e_homo_ev": -8.8, "total_charge": 0, "multiplicity": 1, "relative_energy_ev": 0.974, "molar_mass_g_mol": 228.36, "total_energy_ev": -45060.5715, "elements": ["O", "O", "O", "S", "S", "S", "C", "C", "C", "C", "C", "C", "H", "H", "H", "H", "H", "H", "H", "H", "H", "H", "H", "H"], "positions_angstrom": [[0.939, -2.229, 0.510], [-0.387, -1.178, -2.549], [0.859, 2.454, 0.768], [-0.114, -1.504, 1.230], [-0.901, -0.288, -1.540], [-0.054, 1.324, 0.568], [-2.745, -1.223, 0.185], [2.065, 0.197, 1.870], [0.706, 1.797, -2.141], [-1.321, -1.415, -0.192], [0.557, 0.175, 1.685], [0.444, 0.654, -1.095], [-2.937, -0.450, 0.963], [-2.996, -2.177, 0.713], [-3.465, -1.085, -0.705], [2.242, 1.180, 2.251], [2.536, -0.079, 0.920], [2.359, -0.524, 2.594], [1.630, 2.356, -2.014], [-0.121, 2.583, -1.966], [0.603, 1.335, -3.190], [-1.239, -2.444, -0.526], [0.000, 0.485, 2.535], [1.338, 0.057, -0.873]], "forces_ev_per_angstrom": [[1.409, -0.235, 0.012], [0.563, -1.536, -2.538], [0.302, 1.681, 0.173], [-0.782, -1.039, 0.392], [-2.104, -0.251, -0.778], [-0.361, 1.757, -1.985], [-2.265, -0.542, 1.012], [-1.049, -0.539, -0.794], [-2.384, -0.001, -0.182], [0.366, 1.554, 1.227], [-0.073, -1.913, -0.777], [2.357, 1.296, 1.962], [0.185, -0.101, -0.832], [-0.370, 0.687, -0.482], [1.278, -0.180, 1.368], [0.747, 0.608, -0.180], [0.185, 0.493, 0.346], [0.201, -0.671, 0.670], [0.151, -0.554, 0.163], [1.099, -1.191, -0.623], [0.264, 0.838, 1.602], [0.750, 0.110, -0.549], [-0.270, -0.123, 1.290], [-0.200, -0.149, -0.496]]}



4.
{"formula": "C6H12O6", "method": "ωB97M-V/def2-TZVPD", "e_homo_ev": -9.9, "total_charge": 0, "multiplicity": 1, "relative_energy_ev": 1.955, "smiles": "C1OCOCO1.C1OCOCO1", "molar_mass_g_mol": 180.16, "total_energy_ev": -18699.1396, "elements": ["C", "O", "C", "O", "C", "O", "H", "H", "H", "H", "H", "H", "C", "O", "C", "O", "C", "O", "H", "H", "H", "H", "H", "H"], "positions_angstrom": [[0.335, -1.429, 1.222], [0.762, -0.091, 1.309], [-0.129, 0.623, 2.133], [-1.449, 0.560, 1.649], [-1.841, -0.789, 1.555], [-0.977, -1.526, 0.723], [0.409, -1.922, 2.210], [1.011, -1.965, 0.527], [0.186, 1.684, 2.147], [-0.081, 0.243, 3.171], [-2.858, -0.826, 1.121], [-1.887, -1.247, 2.562], [1.732, 0.275, -1.181], [1.723, 1.026, -2.371], [0.426, 1.528, -2.588], [-0.529, 0.496, -2.652], [-0.484, -0.246, -1.457], [0.798, -0.778, -1.222], [1.535, 0.930, -0.311], [2.741, -0.161, -1.052], [0.420, 2.068, -3.554], [0.157, 2.253, -1.796], [-1.198, -1.087, -1.543], [-0.803, 0.381, -0.602]], "forces_ev_per_angstrom": [[0.861, -1.197, 0.067], [-0.595, -0.211, 0.808], [0.362, 0.787, 0.469], [0.213, -0.195, 0.045], [-0.949, -0.334, -0.018], [0.046, -0.007, 0.824], [-0.259, 0.319, 0.017], [-0.612, 0.466, 0.521], [-0.221, -0.594, -0.213], [-0.102, -0.152, -0.244], [0.663, 0.128, 0.082], [0.246, 0.131, -0.127], [0.814, 0.180, 0.282], [-0.223, -0.085, -0.067], [-0.103, 0.562, -0.629], [0.390, 0.167, 0.017], [-0.990, -0.287, -0.062], [0.114, 0.507, -0.828], [-0.107, -0.133, -0.589], [-0.586, 0.135, -0.260], [0.067, -0.490, 0.478], [0.056, -0.289, 0.100], [0.597, 0.547, -0.177], [0.317, 0.045, -0.495]]}



5.
{"formula": "C6H12OS", "method": "ωB97M-V/def2-TZVPD", "e_homo_ev": -8.6, "total_charge": 0, "multiplicity": 1, "relative_energy_ev": 0.889, "smiles": "CS[C@]1(C)CC[C@@H]1O", "molar_mass_g_mol": 132.23, "total_energy_ev": -19298.4976, "elements": ["C", "S", "C", "C", "C", "C", "C", "O", "H", "H", "H", "H", "H", "H", "H", "H", "H", "H", "H", "H"], "positions_angstrom": [[2.438, 0.462, 0.180], [1.141, -0.161, -0.950], [-0.239, -0.572, 0.180], [0.224, -1.548, 1.262], [-1.463, -1.084, -0.594], [-2.027, 0.299, -0.606], [-1.080, 0.687, 0.592], [-0.550, 1.978, 0.642], [2.642, -0.187, 1.026], [2.183, 1.424, 0.625], [3.350, 0.631, -0.405], [0.964, -1.092, 1.912], [0.635, -2.465, 0.901], [-0.620, -1.711, 1.933], [-1.277, -1.571, -1.554], [-2.090, -1.709, 0.055], [-1.852, 0.879, -1.463], [-3.106, 0.332, -0.379], [-1.531, 0.509, 1.578], [-0.270, 2.236, -0.242]], "forces_ev_per_angstrom": [[-0.137, 0.532, 0.120], [0.096, 0.090, 0.130], [1.081, -0.751, 0.614], [-0.357, 1.543, 0.865], [0.510, -0.506, -0.451], [-1.704, 0.641, 2.130], [-0.553, -0.532, -0.712], [0.125, -0.094, 0.196], [0.095, -0.387, -0.280], [-0.278, 0.043, -0.202], [-0.272, -0.328, 0.021], [0.287, 0.101, 0.022], [0.035, -0.623, -0.478], [-0.137, -0.405, -0.086], [-0.074, -0.069, 0.156], [0.380, -0.149, -0.223], [0.489, 0.730, -1.221], [0.345, 0.263, -0.158], [-0.044, 0.019, -0.285], [0.113, -0.119, -0.158]]}



6.
{"formula": "C6H12OSSi", "method": "ωB97M-V/def2-TZVPD", "e_homo_ev": -9.0, "total_charge": 0, "multiplicity": 1, "relative_energy_ev": 0.000, "smiles": "C=C=C(C)O[Si](C)(C)S", "molar_mass_g_mol": 160.31, "total_energy_ev": -27177.6541, "elements": ["C", "C", "C", "C", "O", "Si", "C", "C", "S", "H", "H", "H", "H", "H", "H", "H", "H", "H", "H", "H", "H"], "positions_angstrom": [[3.251, 1.411, -0.730], [2.407, 0.574, -0.216], [1.558, -0.234, 0.352], [1.884, -1.034, 1.580], [0.304, -0.464, -0.166], [-1.226, 0.052, -0.164], [-2.350, -1.255, 0.647], [-1.702, 0.353, -1.982], [-1.450, 1.876, 1.022], [3.309, 2.433, -0.388], [3.937, 1.126, -1.512], [1.660, -2.084, 1.406], [1.274, -0.687, 2.412], [2.935, -0.920, 1.831], [-2.028, -1.484, 1.660], [-3.374, -0.898, 0.706], [-2.354, -2.184, 0.086], [-2.431, 1.149, -2.099], [-0.832, 0.608, -2.578], [-2.141, -0.546, -2.406], [-2.632, 2.208, 0.540]], "forces_ev_per_angstrom": [[0.223, 0.161, -0.076], [-0.350, 0.013, -0.036], [-0.109, -0.222, 0.292], [-0.044, 0.123, -0.270], [0.780, -0.200, 0.120], [-1.579, 0.131, -0.282], [0.560, 0.421, -0.382], [0.037, -0.145, 0.707], [0.981, -0.320, 0.120], [-0.067, 0.191, 0.053], [0.132, -0.129, -0.140], [0.008, -0.103, 0.006], [-0.068, 0.000, 0.162], [-0.002, -0.016, 0.064], [0.121, 0.077, 0.134], [-0.152, 0.148, -0.041], [0.043, -0.158, -0.172], [-0.124, 0.154, 0.079], [0.197, 0.077, 0.026], [-0.037, -0.206, -0.039], [-0.550, 0.004, -0.323]]}